# C2H5N5

A single C2H5N5 molecule (ωB97M-V/def2-TZVPD, the OMol25 dataset).

Computed properties:
Gap between HOMO and LUMO ... 9.07 eV
ΔE to the lowest compared entry with this formula, charge and spin ... 100.21 kcal per mole
SMILES ... [H]/N=c1/[nH]ncn1N
E_HOMO ... -8.28 eV
Largest force on an atom ... 9.24 eV Å⁻¹

Atoms and positions in Å:
C -0.274 0.668 1.294
C -0.185 -0.542 -0.709
H 2.354 0.458 0.126
H 1.924 1.751 -0.830
H -0.043 1.546 1.819
H -1.951 -1.495 0.019
H 0.756 -0.419 -2.225
N 1.761 1.203 0.010
N 0.494 0.537 0.021
N -1.284 0.010 1.110
N -1.210 -0.905 0.127
N 0.199 -1.217 -1.614